The following is a quantum chemistry calculation of C4H6O5Tb as an isolated structure at a distorted geometry, from OMol25.

Geometry as ORCA input:
```
! wB97M-V def2-TZVPD RIJCOSX def2/J DEFGRID3
* xyz 3 7
O 2.40 -1.39 1.89
C 1.60 -1.12 0.90
O 0.34 -0.97 1.16
O 2.12 -0.48 -0.06
H 1.93 -1.72 2.67
C 1.11 0.64 -1.21
C 0.02 1.30 -0.52
O -1.17 0.47 -0.64
C -2.39 0.95 -0.58
O -3.07 -0.16 -0.26
Tb -1.65 -1.69 0.37
H 1.88 1.36 -1.51
H 0.81 -0.18 -1.87
H -0.25 2.29 -0.88
H 0.36 0.77 0.85
H -4.03 -0.07 -0.31
*
```

* ⟨S²⟩: 12.67
* gap between HOMO and LUMO (spin up / spin down): 5.3 / 9.6 eV
* energy: -36876.96797 eV
* LUMO energy (spin up / spin down): -17.96 / -13.81 eV
* E_HOMO (spin up / spin down): -23.260 / -23.434 eV